(1)
{"formula": "C18H32NO2S", "method": "wB97M-V/def2-TZVPD", "species": ["C", "H", "C", "C", "C", "C", "C", "C", "H", "H", "S", "C", "C", "C", "C", "C", "C", "O", "C", "H", "H", "H", "H", "C", "H", "C", "H", "H", "N", "H", "C", "H", "H", "H", "H", "H", "O", "C", "H", "H", "H", "H", "H", "H", "H", "H", "H", "H", "H", "H", "H", "H", "H", "H"], "coordinates": [[-8.8002, -0.9303, 0.6650], [-8.2700, -1.5987, 1.3384], [-8.0224, -0.7156, -0.6281], [-6.6878, 0.0029, -0.4214], [-5.6551, -0.8555, 0.3070], [-4.3364, -0.1261, 0.5619], [-3.5442, 0.1562, -0.7129], [-2.1994, 0.7978, -0.4141], [-1.6674, 1.0443, -1.3308], [-2.3152, 1.6883, 0.2006], [-1.1468, -0.3961, 0.5009], [0.5053, 0.0613, 0.1055], [1.4125, -0.9832, -0.0248], [2.7502, -0.7408, -0.2700], [3.2098, 0.5688, -0.4145], [2.2999, 1.6099, -0.2757], [0.9566, 1.3889, 0.0001], [0.0465, 2.3700, 0.1957], [0.4440, 3.7170, 0.0803], [-0.4546, 4.3018, 0.2668], [0.8176, 3.9405, -0.9233], [1.2027, 3.9765, 0.8246], [2.6649, 2.6191, -0.3788], [4.6581, 0.8725, -0.7144], [4.7321, 1.8954, -1.0817], [5.5494, 0.7409, 0.5222], [6.4960, 1.2650, 0.3782], [5.0374, 1.1781, 1.3811], [5.8362, -0.6931, 0.8086], [5.9309, -0.8439, 1.8156], [7.0383, -1.2021, 0.1275], [6.9382, -1.0612, -0.9462], [7.9253, -0.6728, 0.4719], [7.1618, -2.2637, 0.3299], [4.9937, -1.2365, 0.4486], [5.0190, 0.2112, -1.5042], [3.7076, -1.7535, -0.3821], [3.2610, -3.0987, -0.4163], [2.5344, -3.2465, -1.2158], [2.8230, -3.3970, 0.5392], [4.1454, -3.7009, -0.6196], [1.0287, -1.9840, 0.0770], [-3.3894, -0.7767, -1.2598], [-4.1013, 0.8383, -1.3581], [-4.5380, 0.8156, 1.0780], [-3.7169, -0.7405, 1.2214], [-5.4617, -1.7600, -0.2743], [-6.0631, -1.1622, 1.2708], [-6.2960, 0.2859, -1.4006], [-6.8596, 0.9203, 0.1467], [-7.8413, -1.6797, -1.1084], [-8.6345, -0.1188, -1.3082], [-8.9603, 0.0175, 1.1745], [-9.7709, -1.3705, 0.4500]], "total_charge": 1, "lumo_ev": -2.7, "e_above_lowest_kj_mol": 33.0, "homo_ev": -10.398, "orbital_gap_ev": 7.7, "smiles": "CCCCCCCSc1cc(OC)c(CC[NH2+]C)cc1OC"}



(2)
{"formula": "C35H39NOS4SiSn", "method": "wB97M-V/def2-TZVPD", "species": ["Sn", "S", "C", "C", "C", "C", "C", "C", "N", "C", "C", "C", "C", "C", "C", "C", "H", "H", "H", "H", "H", "H", "H", "H", "C", "C", "S", "C", "C", "S", "C", "C", "S", "H", "H", "H", "H", "H", "H", "H", "H", "H", "H", "H", "H", "C", "C", "C", "C", "Si", "O", "C", "C", "C", "C", "C", "C", "C", "C", "C", "C", "C", "C", "H", "H", "H", "H", "H", "H", "H", "H", "H", "H", "H", "H", "H", "H", "H", "H", "H", "H", "H"], "coordinates": [[-1.3432, 1.0755, 0.5813], [-4.8310, -1.8689, -0.4470], [-4.0137, -1.6500, -1.9661], [-4.3811, -2.0831, -3.2353], [-3.5289, -1.8023, -4.2866], [-2.3248, -1.1200, -4.0757], [-1.9615, -0.6924, -2.8153], [-2.8278, -0.9438, -1.7548], [-2.6058, -0.5934, -0.4331], [-3.5425, -1.0406, 0.3596], [-3.4557, -0.8275, 1.8057], [-4.2302, -1.5668, 2.7018], [-3.9878, -1.4456, 4.0562], [-2.9664, -0.6131, 4.5024], [-2.2078, 0.1206, 3.6015], [-2.4338, 0.0353, 2.2300], [-5.3014, -2.6283, -3.3945], [-3.7891, -2.1304, -5.2838], [-1.6634, -0.9382, -4.9124], [-1.0129, -0.2030, -2.6295], [-4.9972, -2.2446, 2.3431], [-4.5724, -2.0152, 4.7665], [-2.7552, -0.5566, 5.5632], [-1.3972, 0.7358, 3.9811], [-0.1436, 6.6396, -2.1826], [-1.2007, 5.8073, -2.8985], [-1.4445, 4.1612, -2.1732], [-0.8855, 3.0682, -3.4964], [0.6144, 2.9947, -3.7545], [1.5254, 2.2942, -2.3523], [2.5820, 3.6427, -1.7642], [1.8933, 4.8772, -1.1911], [1.5717, 6.1409, -2.4698], [-0.3338, 6.6723, -1.1091], [-0.1940, 7.6692, -2.5434], [-0.9439, 5.6938, -3.9524], [-2.1583, 6.3297, -2.8490], [-1.4180, 3.3302, -4.4141], [-1.2530, 2.0876, -3.1926], [1.0280, 3.9696, -4.0042], [0.7847, 2.3327, -4.6069], [3.2929, 3.9214, -2.5440], [3.1593, 3.1579, -0.9746], [2.5471, 5.3337, -0.4469], [0.9535, 4.6066, -0.7141], [3.9084, -0.9895, 2.3464], [2.6800, -0.1586, 1.9608], [3.0912, 0.8487, 0.8788], [2.1670, 0.6287, 3.1713], [1.2944, -1.2246, 1.2277], [0.1193, -0.2852, 0.6562], [0.4739, -2.3720, 2.4825], [0.9152, -2.6691, 3.7716], [0.1785, -3.4886, 4.6200], [-1.0195, -4.0358, 4.1888], [-1.4771, -3.7620, 2.9062], [-0.7377, -2.9408, 2.0701], [1.9843, -2.2484, -0.1850], [1.9795, -1.7313, -1.4828], [2.5256, -2.4434, -2.5417], [3.0847, -3.6945, -2.3201], [3.0951, -4.2285, -1.0389], [2.5492, -3.5093, 0.0156], [4.7047, -0.3341, 2.7169], [4.3021, -1.5349, 1.4860], [3.6929, -1.7173, 3.1310], [3.8739, 1.5124, 1.2651], [2.2389, 1.4628, 0.5750], [3.4828, 0.3530, -0.0133], [2.9448, 1.3084, 3.5377], [1.8746, -0.0198, 3.9987], [1.3003, 1.2400, 2.9020], [1.8456, -2.2526, 4.1377], [0.5431, -3.6993, 5.6180], [-1.5944, -4.6744, 4.8482], [-2.4147, -4.1821, 2.5624], [-1.1143, -2.7187, 1.0762], [1.5535, -0.7490, -1.6577], [2.5212, -2.0212, -3.5395], [3.5096, -4.2538, -3.1444], [3.5255, -5.2066, -0.8629], [2.5515, -3.9424, 1.0109]], "lumo_ev": -0.3, "e_above_lowest_kj_mol": 0.0, "homo_ev": -7.944, "orbital_gap_ev": 7.7}